{"formula": "C26H58O18P2S5", "method": "ωB97M-V/def2-TZVPD", "elements": ["C", "O", "P", "O", "O", "C", "O", "C", "H", "H", "H", "H", "H", "H", "H", "H", "H", "C", "O", "P", "O", "O", "C", "O", "C", "H", "H", "H", "H", "H", "H", "H", "H", "H", "C", "C", "C", "S", "O", "O", "C", "H", "H", "H", "H", "H", "H", "H", "H", "C", "C", "C", "S", "O", "O", "C", "H", "H", "H", "H", "H", "H", "H", "H", "C", "C", "C", "S", "O", "O", "C", "H", "H", "H", "H", "H", "H", "H", "H", "C", "C", "C", "S", "O", "O", "C", "H", "H", "H", "H", "H", "H", "H", "H", "C", "C", "C", "S", "O", "O", "C", "H", "H", "H", "H", "H", "H", "H", "H"], "positions_angstrom": [[-0.04, 0.20, 4.06], [-0.34, 1.38, 3.33], [-1.64, 2.25, 3.47], [-2.74, 1.40, 3.99], [-1.28, 3.57, 4.27], [-0.60, 3.53, 5.46], [-1.86, 2.83, 2.07], [-1.02, 3.67, 1.36], [0.51, 0.46, 4.92], [0.63, -0.41, 3.45], [-0.96, -0.34, 4.36], [-0.83, 4.43, 6.08], [0.45, 3.57, 5.38], [-0.92, 2.68, 6.16], [-0.58, 3.13, 0.52], [-0.24, 4.10, 1.94], [-1.61, 4.51, 1.03], [-2.14, -5.41, 3.30], [-0.76, -5.17, 2.83], [0.42, -5.87, 3.71], [0.12, -6.07, 5.12], [0.76, -7.21, 2.91], [-0.33, -8.20, 3.05], [1.74, -5.03, 3.39], [1.80, -3.60, 3.37], [-2.24, -5.05, 4.29], [-2.50, -6.43, 3.16], [-2.69, -4.78, 2.60], [0.12, -9.00, 2.57], [-1.05, -7.88, 2.38], [-0.74, -8.30, 4.07], [2.80, -3.33, 3.01], [1.70, -3.24, 4.41], [1.01, -3.17, 2.74], [-2.35, 6.54, -1.74], [-2.18, 5.54, -2.93], [-0.93, 4.68, -2.82], [0.22, 5.61, -1.87], [1.43, 5.95, -2.61], [0.39, 4.92, -0.61], [-0.88, 7.01, -1.49], [-2.79, 6.00, -0.87], [-3.03, 7.38, -2.01], [-2.17, 6.06, -3.89], [-3.05, 4.87, -3.00], [-0.47, 4.52, -3.79], [-1.13, 3.80, -2.17], [-0.57, 7.78, -2.20], [-0.64, 7.37, -0.43], [2.65, 2.54, 0.32], [3.99, 2.03, -0.27], [3.90, 0.48, -0.37], [2.51, 0.01, 0.73], [2.79, -0.99, 1.82], [1.41, -0.31, -0.13], [2.36, 1.61, 1.52], [1.88, 2.55, -0.44], [2.81, 3.51, 0.70], [4.89, 2.28, 0.22], [4.18, 2.48, -1.27], [4.77, 0.01, 0.02], [3.70, 0.23, -1.42], [3.08, 1.71, 2.34], [1.36, 1.71, 1.81], [1.13, -3.87, -0.12], [2.17, -4.95, -0.35], [3.04, -4.47, -1.49], [1.77, -4.03, -2.65], [1.32, -5.29, -3.26], [2.19, -2.95, -3.53], [0.57, -3.50, -1.45], [1.58, -2.97, 0.31], [0.38, -4.13, 0.58], [1.64, -5.82, -0.69], [2.85, -5.09, 0.51], [3.62, -5.24, -1.93], [3.63, -3.55, -1.16], [-0.33, -4.02, -1.76], [0.47, -2.40, -1.47], [-4.04, -1.13, 0.09], [-2.69, -0.56, 0.74], [-1.98, 0.31, -0.26], [-3.13, 0.58, -1.60], [-2.79, -0.41, -2.63], [-3.32, 1.97, -1.89], [-4.58, -0.07, -0.76], [-4.74, -1.52, 0.84], [-3.68, -2.00, -0.55], [-2.10, -1.34, 1.28], [-2.94, 0.02, 1.64], [-1.16, -0.18, -0.77], [-1.65, 1.32, 0.03], [-5.16, -0.40, -1.68], [-5.00, 0.83, -0.23], [0.54, -0.16, -5.24], [0.05, 1.29, -5.64], [0.99, 2.18, -4.89], [1.18, 1.38, -3.20], [0.29, 1.95, -2.17], [2.57, 1.38, -2.93], [0.54, -0.22, -3.65], [1.56, -0.29, -5.63], [-0.10, -0.98, -5.59], [-0.98, 1.52, -5.25], [0.03, 1.51, -6.73], [0.60, 3.19, -4.74], [1.93, 2.23, -5.41], [-0.55, -0.21, -3.35], [1.19, -1.01, -3.26]], "spin_multiplicity": 1, "total_energy_ev": -137513.0314, "smiles": "COP(=O)(OC)OC.COP(=O)(OC)OC.O=S1(=O)CCCC1.O=S1(=O)CCCC1.O=S1(=O)CCCC1.O=S1(=O)CCCC1.O=S1(=O)CCCC1", "relative_energy_ev": 0.000, "charge": 0, "lumo_energy_ev": 0.4, "homo_ev": -10.171}



{"formula": "C26H58P4PrSe", "method": "ωB97M-V/def2-TZVPD", "elements": ["Pr", "P", "P", "P", "H", "C", "C", "H", "C", "C", "C", "C", "C", "C", "C", "C", "C", "H", "H", "H", "H", "H", "H", "H", "H", "H", "H", "H", "H", "H", "H", "H", "H", "H", "H", "H", "H", "H", "H", "H", "H", "H", "H", "H", "H", "H", "C", "C", "C", "C", "C", "C", "Se", "H", "H", "H", "H", "H", "H", "C", "C", "C", "P", "C", "C", "C", "C", "C", "C", "H", "H", "H", "H", "H", "H", "H", "H", "H", "H", "H", "H", "H", "H", "H", "H", "H", "H", "H", "H", "H"], "positions_angstrom": [[0.68, 0.41, -0.08], [-1.23, -0.59, 2.01], [1.43, -2.32, -0.61], [-1.69, -0.64, -1.55], [1.03, 2.79, -1.58], [0.00, 2.39, -1.61], [-0.86, 2.67, -0.58], [-0.61, 3.43, 0.19], [-0.78, -0.18, 3.74], [-1.63, -2.37, 2.27], [-2.95, 0.07, 2.02], [2.42, -2.11, -2.14], [2.67, -3.03, 0.54], [0.41, -3.80, -0.98], [-3.04, 0.51, -2.02], [-2.73, -2.10, -1.19], [-1.07, -1.07, -3.24], [-0.32, 2.03, -2.60], [-1.91, 2.35, -0.56], [-0.55, 0.88, 3.83], [0.11, -0.75, 4.04], [-1.59, -0.43, 4.43], [-0.71, -2.93, 2.44], [-2.14, -2.80, 1.41], [-2.27, -2.50, 3.15], [-2.93, 1.16, 1.98], [-3.48, -0.22, 2.94], [-3.53, -0.30, 1.17], [2.96, -3.05, -2.32], [3.15, -1.30, -2.02], [1.77, -1.88, -2.99], [3.01, -4.00, 0.14], [2.21, -3.17, 1.54], [3.53, -2.34, 0.63], [1.11, -4.63, -1.14], [-0.19, -3.63, -1.89], [-0.24, -4.00, -0.12], [-3.67, 0.04, -2.79], [-2.62, 1.44, -2.42], [-3.66, 0.74, -1.15], [-3.38, -2.31, -2.05], [-3.37, -1.91, -0.32], [-2.12, -2.98, -0.99], [-1.95, -1.16, -3.90], [-0.52, -2.01, -3.23], [-0.42, -0.27, -3.62], [2.61, 2.36, -5.33], [1.97, 3.33, -4.53], [1.70, 4.60, -5.03], [2.11, 4.97, -6.31], [2.79, 4.03, -7.11], [3.05, 2.74, -6.62], [2.77, 0.62, -4.52], [2.33, 0.87, -3.06], [1.66, 3.05, -3.53], [1.16, 5.31, -4.39], [1.89, 5.97, -6.69], [3.12, 4.33, -8.10], [3.58, 2.02, -7.25], [4.32, -0.11, 1.86], [3.04, -0.18, 2.70], [3.26, -0.84, 4.06], [2.22, 1.56, 2.78], [0.85, 2.91, 2.52], [0.29, 3.52, 3.81], [1.45, 4.01, 1.63], [3.19, 2.42, 4.05], [2.72, 2.03, 5.47], [4.73, 2.35, 3.94], [5.06, 0.56, 2.32], [4.15, 0.24, 0.83], [4.77, -1.11, 1.80], [2.28, -0.80, 2.16], [4.11, -0.42, 4.61], [2.37, -0.82, 4.69], [3.51, -1.90, 3.89], [0.05, 2.36, 2.00], [1.05, 4.10, 4.35], [-0.52, 4.22, 3.54], [-0.14, 2.77, 4.49], [1.76, 3.62, 0.65], [0.71, 4.79, 1.46], [2.33, 4.45, 2.11], [2.92, 3.48, 3.89], [3.13, 1.05, 5.78], [3.11, 2.78, 6.18], [1.63, 2.02, 5.57], [5.06, 2.60, 2.93], [5.14, 3.11, 4.61], [5.13, 1.38, 4.27]], "spin_multiplicity": 3, "total_energy_ev": -144444.4502, "s2": 2.4352, "relative_energy_ev": 0.710, "charge": 3, "lumo_energy_ev": [-10.8, -10.1], "homo_ev": [-14.759, -14.760]}



{"formula": "C26H58P4SeTc", "method": "ωB97M-V/def2-TZVPD", "elements": ["Tc", "P", "P", "P", "H", "C", "C", "H", "C", "C", "C", "C", "C", "C", "C", "C", "C", "H", "H", "H", "H", "H", "H", "H", "H", "H", "H", "H", "H", "H", "H", "H", "H", "H", "H", "H", "H", "H", "H", "H", "H", "H", "H", "H", "H", "H", "C", "C", "C", "C", "C", "C", "Se", "H", "H", "H", "H", "H", "H", "C", "C", "C", "P", "C", "C", "C", "C", "C", "C", "H", "H", "H", "H", "H", "H", "H", "H", "H", "H", "H", "H", "H", "H", "H", "H", "H", "H", "H", "H", "H"], "positions_angstrom": [[0.12, -1.39, -0.44], [0.80, -2.82, 1.16], [2.09, -0.73, -1.41], [-2.14, -1.07, -0.42], [-0.14, 1.97, -4.58], [-0.92, 2.16, -3.84], [-0.70, 2.96, -2.77], [0.27, 3.42, -2.59], [1.14, -4.56, 0.68], [2.38, -2.42, 2.00], [-0.35, -3.07, 2.55], [1.93, 0.43, -2.81], [3.36, 0.08, -0.37], [3.08, -2.11, -2.13], [-2.74, 0.36, -1.39], [-2.95, -0.80, 1.20], [-3.17, -2.44, -1.09], [-1.92, 1.80, -4.09], [-1.52, 3.26, -2.11], [1.26, -5.16, 1.60], [2.06, -4.63, 0.09], [0.30, -4.97, 0.10], [2.49, -3.06, 2.88], [2.40, -1.37, 2.32], [3.23, -2.60, 1.32], [0.00, -3.91, 3.16], [-1.35, -3.31, 2.17], [-0.41, -2.17, 3.18], [2.87, 0.97, -2.95], [1.12, 1.16, -2.67], [1.70, -0.14, -3.73], [4.18, 0.42, -1.01], [3.75, -0.62, 0.38], [2.93, 0.94, 0.15], [3.99, -1.69, -2.59], [2.49, -2.63, -2.90], [3.36, -2.82, -1.35], [-3.55, 0.04, -2.05], [-1.95, 0.82, -2.01], [-3.11, 1.14, -0.71], [-4.03, -0.96, 1.10], [-2.76, 0.22, 1.55], [-2.56, -1.50, 1.95], [-4.22, -2.15, -1.04], [-3.01, -3.35, -0.50], [-2.89, -2.65, -2.13], [-0.84, -2.55, -3.80], [-0.96, -1.20, -4.15], [-1.46, -0.85, -5.40], [-1.87, -1.85, -6.30], [-1.75, -3.20, -5.95], [-1.22, -3.56, -4.71], [-0.09, -3.16, -2.08], [0.25, 0.56, 1.24], [-0.65, -0.43, -3.43], [-1.54, 0.21, -5.66], [-2.28, -1.56, -7.27], [-2.07, -3.98, -6.64], [-1.11, -4.60, -4.42], [1.52, 3.05, 0.17], [1.65, 2.75, 1.68], [1.76, 4.05, 2.48], [0.35, 1.60, 2.25], [0.76, 0.70, 3.78], [1.69, 1.49, 4.71], [-0.48, 0.15, 4.51], [-1.25, 2.45, 2.37], [-1.37, 3.39, 3.58], [-1.65, 3.18, 1.08], [0.84, 3.90, -0.01], [1.16, 2.20, -0.41], [2.50, 3.34, -0.22], [2.57, 2.17, 1.84], [0.92, 4.73, 2.29], [1.84, 3.88, 3.56], [2.68, 4.56, 2.17], [1.33, -0.16, 3.40], [1.20, 2.39, 5.12], [1.97, 0.85, 5.55], [2.61, 1.80, 4.21], [-1.25, -0.23, 3.83], [-0.16, -0.69, 5.14], [-0.93, 0.91, 5.17], [-1.97, 1.63, 2.52], [-0.67, 4.23, 3.53], [-2.39, 3.81, 3.58], [-1.23, 2.87, 4.54], [-1.44, 2.59, 0.17], [-2.73, 3.36, 1.10], [-1.16, 4.15, 0.98]], "spin_multiplicity": 4, "total_energy_ev": -132562.0472, "s2": 3.7840, "relative_energy_ev": 0.000, "charge": 4, "lumo_energy_ev": [-13.9, -14.4], "homo_ev": [-19.713, -19.994]}



{"formula": "C26H59I3N4O3PS", "method": "ωB97M-V/def2-TZVPD", "elements": ["C", "C", "O", "C", "C", "P", "S", "C", "C", "I", "C", "C", "I", "C", "C", "I", "C", "C", "C", "N", "N", "C", "C", "N", "C", "C", "C", "N", "H", "H", "H", "H", "H", "H", "H", "H", "H", "H", "H", "H", "H", "H", "H", "H", "H", "H", "H", "H", "H", "H", "H", "H", "H", "H", "H", "H", "H", "H", "H", "H", "H", "H", "H", "H", "H", "H", "H", "C", "C", "O", "C", "C", "H", "H", "H", "H", "H", "H", "H", "H", "H", "H", "C", "C", "O", "C", "C", "H", "H", "H", "H", "H", "H", "H", "H", "H", "H"], "positions_angstrom": [[-0.30, -2.47, -5.15], [-0.48, -0.83, -4.95], [-0.41, -0.43, -3.54], [0.92, -0.02, -3.12], [1.23, -0.07, -1.48], [0.07, -1.52, -1.09], [0.05, -2.30, 0.67], [0.43, 1.15, -0.63], [-0.34, 2.32, -1.46], [-2.47, 1.68, -1.78], [-0.58, 3.76, -0.75], [-1.51, 4.65, -1.81], [-1.85, 3.61, 1.08], [1.44, 1.40, 0.62], [1.98, 2.88, 1.07], [0.54, 0.83, 2.58], [2.84, 0.60, 0.15], [3.85, 0.07, 1.33], [3.51, -1.24, 2.18], [3.39, -0.91, 3.68], [2.76, -0.15, -1.22], [3.16, -1.60, -1.17], [4.74, -1.99, -1.11], [4.91, -3.41, -1.67], [3.67, 0.72, -2.05], [4.07, 0.46, -3.57], [4.34, -0.97, -4.22], [4.50, -0.75, -5.74], [0.28, -2.88, -4.22], [-1.38, -2.95, -5.21], [0.32, -2.72, -6.11], [-1.52, -0.55, -5.41], [0.35, -0.23, -5.52], [1.18, 1.01, -3.61], [1.64, -0.87, -3.56], [-1.34, -1.11, -1.26], [0.27, -2.59, -2.05], [-0.49, 0.59, -0.09], [0.09, 2.55, -2.53], [0.38, 4.42, -0.58], [-1.11, 5.77, -1.76], [-1.38, 4.32, -2.93], [-2.64, 4.73, -1.46], [2.93, 2.87, 1.76], [1.17, 3.53, 1.65], [2.26, 3.47, 0.08], [3.47, 1.62, -0.01], [3.96, 0.98, 2.09], [4.94, -0.05, 0.87], [4.44, -1.98, 2.12], [2.58, -1.88, 1.89], [2.43, -1.23, 4.00], [4.04, -1.57, 4.19], [2.70, -2.22, -0.27], [2.71, -2.13, -2.14], [5.48, -1.32, -1.71], [5.08, -2.06, 0.01], [5.90, -3.39, -2.06], [4.31, -3.55, -2.52], [4.73, 0.77, -1.49], [3.14, 1.79, -2.09], [3.25, 1.00, -4.26], [5.05, 1.12, -3.78], [5.41, -1.37, -3.88], [3.53, -1.80, -4.12], [4.70, 0.28, -5.92], [3.52, -0.97, -6.10], [-5.29, 0.47, 0.85], [-5.28, 1.18, 2.19], [-5.48, 2.59, 2.09], [-6.71, 3.01, 1.50], [-7.94, 2.54, 2.25], [-4.52, 0.89, 0.19], [-5.09, -0.60, 0.98], [-6.25, 0.57, 0.33], [-4.31, 1.04, 2.66], [-6.02, 0.74, 2.87], [-6.74, 2.72, 0.45], [-6.70, 4.11, 1.51], [-8.01, 1.44, 2.26], [-8.85, 2.92, 1.78], [-7.91, 2.87, 3.29], [-2.48, -2.99, 6.76], [-1.94, -1.69, 6.18], [-1.18, -1.88, 4.99], [-1.86, -2.48, 3.89], [-3.06, -1.68, 3.41], [-1.66, -3.68, 6.98], [-3.02, -2.79, 7.70], [-3.16, -3.49, 6.08], [-1.27, -1.23, 6.91], [-2.75, -0.97, 6.00], [-2.13, -3.51, 4.13], [-1.13, -2.54, 3.07], [-3.82, -1.60, 4.19], [-3.51, -2.17, 2.54], [-2.76, -0.67, 3.14]], "spin_multiplicity": 1, "total_energy_ev": -84429.7718, "charge": 1, "lumo_energy_ev": -2.9, "homo_ev": -10.867}



{"formula": "C26H59N3O8", "method": "ωB97M-V/def2-TZVPD", "elements": ["C", "O", "C", "C", "C", "C", "C", "C", "C", "C", "C", "C", "O", "C", "O", "O", "C", "C", "N", "H", "H", "H", "H", "H", "H", "H", "H", "H", "H", "H", "H", "H", "H", "H", "H", "H", "H", "H", "H", "H", "H", "H", "H", "H", "H", "H", "H", "H", "C", "O", "C", "C", "N", "C", "C", "O", "C", "H", "H", "H", "H", "H", "H", "H", "H", "H", "H", "H", "H", "H", "H", "H", "C", "O", "C", "C", "N", "C", "C", "O", "C", "H", "H", "H", "H", "H", "H", "H", "H", "H", "H", "H", "H", "H", "H", "H"], "positions_angstrom": [[5.59, -2.76, 1.65], [4.96, -1.65, 1.03], [5.63, -0.47, 1.46], [4.96, 0.79, 0.93], [4.32, 0.60, -0.47], [2.77, 0.59, -0.39], [2.13, -0.61, -1.15], [1.02, -0.18, -2.15], [-0.34, -0.22, -1.42], [-1.04, -1.60, -1.51], [-1.76, -1.86, -0.18], [-2.96, -2.81, -0.30], [-3.27, -3.50, 0.93], [-3.96, -2.78, 1.80], [-4.79, -3.29, 2.46], [-3.65, -1.49, 1.95], [-4.77, -0.67, 2.34], [-4.29, 0.81, 2.32], [-2.82, 0.91, 2.43], [6.63, -2.83, 1.31], [5.01, -3.66, 1.44], [5.60, -2.64, 2.75], [6.68, -0.56, 1.13], [5.64, -0.43, 2.56], [5.71, 1.58, 0.88], [4.21, 1.13, 1.65], [4.68, -0.32, -0.94], [4.63, 1.44, -1.10], [2.34, 1.54, -0.71], [2.48, 0.46, 0.66], [1.69, -1.29, -0.41], [2.90, -1.20, -1.65], [1.29, 0.83, -2.46], [1.05, -0.90, -2.98], [-1.01, 0.60, -1.70], [-0.13, -0.07, -0.35], [-1.77, -1.53, -2.33], [-0.29, -2.37, -1.73], [-2.16, -0.89, 0.14], [-1.10, -2.18, 0.63], [-2.66, -3.60, -1.00], [-3.83, -2.34, -0.75], [-5.08, -0.90, 3.36], [-5.55, -0.80, 1.60], [-4.65, 1.31, 1.41], [-4.69, 1.31, 3.20], [-2.45, 0.86, 1.48], [-2.63, 1.88, 2.70], [3.29, -5.96, -6.63], [4.07, -4.86, -7.09], [3.75, -4.45, -8.41], [3.09, -3.08, -8.40], [1.75, -3.14, -7.84], [1.15, -1.83, -7.57], [1.82, -0.94, -6.53], [1.75, -1.43, -5.21], [2.77, -2.35, -4.85], [3.72, -6.29, -5.68], [2.25, -5.66, -6.45], [3.32, -6.79, -7.34], [3.13, -5.18, -8.93], [4.69, -4.37, -8.95], [3.03, -2.71, -9.43], [3.74, -2.41, -7.83], [1.78, -3.65, -6.96], [0.13, -2.02, -7.24], [1.08, -1.29, -8.52], [1.27, 0.01, -6.53], [2.86, -0.69, -6.80], [3.71, -2.14, -5.37], [2.45, -3.38, -5.04], [2.94, -2.26, -3.78], [-3.96, 7.47, 5.71], [-3.16, 6.79, 6.66], [-3.91, 6.16, 7.70], [-3.84, 4.65, 7.58], [-4.59, 4.17, 6.42], [-4.37, 2.76, 6.11], [-2.96, 2.34, 5.69], [-2.54, 2.86, 4.44], [-1.96, 4.16, 4.49], [-3.30, 8.03, 5.06], [-4.54, 6.77, 5.09], [-4.65, 8.17, 6.20], [-4.95, 6.51, 7.72], [-3.45, 6.46, 8.64], [-4.26, 4.20, 8.49], [-2.78, 4.38, 7.52], [-4.33, 4.72, 5.61], [-5.04, 2.52, 5.28], [-4.68, 2.16, 6.96], [-2.98, 1.25, 5.56], [-2.21, 2.54, 6.47], [-1.43, 4.34, 5.43], [-2.72, 4.93, 4.33], [-1.24, 4.24, 3.67]], "spin_multiplicity": 1, "total_energy_ev": -48764.7977, "smiles": "COCCCCCCCCCCOC(=O)OCCN.COCCNCCOC.COCCNCCOC", "charge": 0, "lumo_energy_ev": 0.7, "homo_ev": -8.737}